No. 1
ORCA calculation (wB97M-V/def2-TZVPD) on a structure of composition C3H7NO2.

Last column: Mulliken charge in e.
Atoms and positions in Å:
N 1.363 0.898 0.699  -0.345
C 0.567 -0.024 1.318  0.114
O 0.651 -1.255 0.983  -0.612
H 1.491 0.754 -0.294  0.294
H 1.252 1.864 0.959  0.227
H 0.311 0.249 2.347  0.329
C -1.084 0.073 -1.158  -0.112
C -0.372 -0.964 -1.487  -0.718
O -1.241 0.393 0.365  -0.561
H -1.642 -0.401 0.751  0.354
H -1.451 0.964 -1.640  0.359
H -0.070 -1.110 -2.514  0.277
H 0.225 -1.441 -0.328  0.392

No. 2
ORCA calculation (wB97M-V/def2-TZVPD) on an isolated molecule of C3H7NO2.

Last column: Mulliken charge in e.
Atoms and positions in Å:
C -0.083 -1.633 -0.136  -1.029
C 1.032 -0.711 0.331  -0.202
O 0.809 0.596 -0.204  -0.401
C -0.211 1.288 0.363  0.674
N -0.762 2.107 -0.576  -0.448
O -0.562 1.196 1.518  -0.574
H -0.155 -1.621 -1.230  0.276
H -1.039 -1.303 0.285  0.286
H 0.092 -2.662 0.189  0.363
H 1.090 -0.660 1.421  0.303
H 2.002 -1.019 -0.068  0.282
H -1.640 2.542 -0.353  0.236
H -0.572 1.880 -1.539  0.235

Results
SMILES string: CCOC(N)=O

No. 3
ORCA calculation (wB97M-V/def2-TZVPD) on a cluster of 2 separate species, C3H7NO2 in total.

Last column: Mulliken charge in e.
Atoms and positions in Å:
C -1.467 -1.926 -0.069  -0.654
O -0.818 -0.705 0.350  -0.173
C -0.956 0.403 -0.311  -0.248
C 1.825 1.266 -0.293  0.131
O 2.352 2.019 -1.082  -0.557
N 1.578 1.544 1.026  -0.412
H -0.837 -2.433 -0.803  0.285
H -2.440 -1.677 -0.499  0.348
H -1.582 -2.540 0.824  0.228
H -1.589 0.174 -1.210  0.178
H 1.543 0.230 -0.561  0.339
H 1.658 2.528 1.247  0.233
H 0.732 1.116 1.381  0.300

No. 4
ORCA calculation (wB97M-V/def2-TZVPD) on an isolated molecule of C3H7NO2.

Last column: Mulliken charge in e.
Atoms and positions in Å:
C -0.915 1.370 0.227  -1.210
C -0.248 0.040 0.088  0.631
C 1.244 -0.117 0.230  -0.426
O 1.809 -0.744 -0.891  -0.532
N -0.886 -1.057 -0.186  0.157
O -0.349 -2.215 -0.309  -0.725
H -2.005 1.321 0.150  0.358
H -0.662 1.812 1.199  0.303
H -0.544 2.062 -0.539  0.300
H 1.438 -0.682 1.157  0.233
H 1.709 0.868 0.333  0.299
H 1.315 -1.586 -0.952  0.396
H -1.900 -1.035 -0.342  0.215

Results
SMILES string: C/C(CO)=[NH+]/[O-]

No. 5
ORCA calculation (wB97M-V/def2-TZVPD) on a cluster of 2 separate species, C3H7NO2 in total.

Last column: Mulliken charge in e.
Atoms and positions in Å:
C 0.552 1.863 0.100  -0.904
C 1.280 0.681 0.655  0.150
O 0.972 0.048 1.628  -0.468
H 0.399 1.618 -0.942  0.245
H -0.384 2.019 0.628  0.274
H 1.145 2.780 0.080  0.374
H 2.153 0.348 0.054  0.319
N -0.689 -2.132 -0.150  -0.337
C -1.420 -1.064 -0.523  0.049
O -1.708 -0.171 0.230  -0.511
H -0.490 -2.847 -0.824  0.224
H -0.061 -1.987 0.628  0.254
H -1.748 -1.158 -1.563  0.331

Results
SMILES string: CC=O.NC=O

No. 6
ORCA calculation (wB97M-V/def2-TZVPD) on a structure of composition C3H7NO2.

Last column: Mulliken charge in e.
Atoms and positions in Å:
C -2.143 -0.043 -0.693  -0.722
N -1.237 -0.045 0.419  -0.401
C 0.061 -0.029 0.377  0.589
O 0.506 -0.069 1.592  -0.636
O 0.813 0.025 -0.707  -0.351
C 2.231 0.056 -0.511  -0.633
H -2.685 0.907 -0.758  0.241
H -2.879 -0.844 -0.570  0.251
H -1.590 -0.205 -1.624  0.292
H -0.748 -0.084 1.695  0.570
H 2.515 0.877 0.152  0.295
H 2.650 0.209 -1.507  0.216
H 2.581 -0.889 -0.088  0.291

No. 7
ORCA calculation (wB97M-V/def2-TZVPD) on an isolated molecule of C3H7NO2.

Last column: Mulliken charge in e.
Atoms and positions in Å:
C -0.052 -0.277 1.700  -1.359
C 0.722 0.022 0.360  0.250
N 1.146 1.433 0.472  -0.639
C -0.328 -0.237 -0.705  0.544
O -1.096 0.635 -1.103  -0.554
O -0.378 -1.579 -0.989  -0.442
H 0.543 0.017 2.577  0.347
H -0.396 -1.291 1.873  0.364
H -0.959 0.340 1.814  0.345
H 1.643 -0.638 0.279  0.323
H 0.358 1.997 0.682  0.237
H 1.664 1.783 -0.354  0.235
H -1.138 -1.739 -1.573  0.349

Results
SMILES string: C[C@H](N)C(=O)O

No. 8
ORCA calculation (wB97M-V/def2-TZVPD) on an isolated molecule of C3H7NO2.

Last column: Mulliken charge in e.
Atoms and positions in Å:
N 1.263 -1.232 0.748  -0.449
C 0.515 -1.090 -0.388  0.535
O 0.904 -1.460 -1.482  -0.605
C -0.849 -0.445 -0.189  -0.630
C -0.756 1.069 -0.317  -0.355
O 0.053 1.543 0.749  -0.522
H 1.074 -0.601 1.514  0.252
H 2.230 -1.479 0.597  0.246
H -1.267 -0.695 0.793  0.290
H -1.509 -0.839 -0.966  0.320
H -0.317 1.323 -1.291  0.344
H -1.764 1.510 -0.267  0.271
H 0.423 2.397 0.500  0.301

Results
SMILES string: NC(=O)CCO

| no. | orbital gap (eV) | M (g mol⁻¹) | E (eV) |
| --- | --- | --- | --- |
| 1 | 10.137 | 89.09 | -8806.4308 |
| 2 | 11.353 | 89.09 | -8810.2842 |
| 3 | 9.264 | 89.09 | -8806.2077 |
| 4 | 9.617 | 89.09 | -8807.4107 |
| 5 | 10.690 | 89.09 | -8809.2784 |
| 6 | 10.072 | 89.09 | -8807.8007 |
| 7 | 10.359 | 89.09 | -8809.8058 |
| 8 | 10.393 | 89.09 | -8809.9959 |